99
Properties=species:S:1:pos:R:3:forces:R:3:lowdin_charge:R:1 method="wB97M-V/def2-TZVPD" e_above_lowest_kj_mol=0.0 gap_ev="5.761 / 5.761" total_charge=0 e_homo_ev="-7.298 / -7.298" largest_force_ev_per_a=1.97 e_lumo_ev="-1.54 / -1.54"
Tl 11.90819 12.09062 9.10301 1.12 0.07 -0.53 0.40
C 18.60793 8.96027 7.67535 0.14 -0.81 0.76 -0.21
Si 16.86593 8.71547 8.39025 0.48 -0.10 -0.48 0.44
C 15.58177 8.21371 7.06736 -0.35 0.01 0.36 -0.20
C 16.96864 7.42907 9.75745 -0.51 0.67 0.52 -0.21
Si 16.21167 10.75567 9.34834 -0.37 -0.44 -0.06 0.43
Si 17.39798 11.36840 11.23929 0.55 -0.02 1.13 0.43
C 19.19125 10.84092 10.91010 -0.23 -0.31 -0.13 -0.22
C 16.68707 10.41869 12.72702 -0.16 -0.26 -0.62 -0.21
C 17.19268 13.20754 11.65354 -0.33 -0.50 -0.40 -0.20
Si 16.05643 12.43797 7.76147 -0.24 0.78 -0.87 0.41
C 17.86119 12.73271 7.26588 0.15 0.31 0.17 -0.22
C 15.00128 11.90008 6.24821 0.61 0.18 1.04 -0.20
C 15.39027 14.10159 8.37414 0.37 -0.25 -0.12 -0.22
H 19.07656 8.05656 7.24727 -0.33 0.26 0.13 0.04
H 19.28158 9.31896 8.47291 -0.26 -0.11 -0.26 0.02
H 18.57558 9.71436 6.92425 0.08 0.62 -0.74 -0.01
H 15.77180 7.22675 6.64311 0.25 -0.09 0.08 0.02
H 15.51332 8.90174 6.21777 0.10 0.05 0.24 0.01
H 14.56862 8.13944 7.51251 0.46 0.18 -0.10 0.04
H 17.35450 6.50127 9.36932 0.29 -0.42 -0.09 0.02
H 15.96804 7.22740 10.16575 0.18 0.02 -0.03 0.02
H 17.59779 7.78986 10.59494 -0.18 -0.25 -0.45 0.03
H 19.29380 9.74238 10.80302 -0.21 0.53 -0.18 0.03
H 19.87561 11.10492 11.70091 0.15 0.29 0.47 0.02
H 19.55635 11.34120 10.00988 0.05 -0.20 -0.11 0.02
H 16.54980 9.35809 12.49608 -0.02 0.01 -0.04 0.02
H 15.70118 10.82233 12.94301 -0.25 0.06 -0.07 -0.02
H 17.25741 10.46447 13.64311 0.47 0.20 0.20 0.02
H 17.32471 13.81697 10.76887 0.27 0.28 -0.16 0.00
H 17.77289 13.60476 12.47797 0.34 -0.09 0.09 0.03
H 16.14517 13.32458 11.92251 -0.28 0.01 0.09 0.01
H 18.20615 11.90586 6.65990 0.17 -0.16 -0.34 0.00
H 18.55186 12.77486 8.12739 -0.34 0.11 -0.20 0.02
H 17.98005 13.67526 6.69144 -0.12 -0.52 0.28 0.04
H 15.48503 11.16651 5.62938 0.37 -0.29 -0.33 0.01
H 14.70940 12.74532 5.64891 -0.01 0.44 -0.29 0.02
H 14.10156 11.44756 6.62224 -0.59 -0.25 0.20 -0.01
H 16.13700 14.62872 8.97532 0.04 0.02 -0.19 0.02
H 14.56043 13.92792 9.03984 -0.54 0.11 0.11 -0.06
H 15.08142 14.73975 7.52692 0.07 -0.26 0.39 0.05
F 7.62090 9.42029 5.86312 -0.40 -0.56 -0.21 0.13
C 8.27309 10.07708 6.80782 1.18 1.53 0.36 -0.21
C 8.75410 11.45199 6.71387 -0.52 -0.72 -0.67 -0.07
F 10.00770 11.89372 6.76892 0.85 0.28 -0.02 0.01
C 7.84557 11.32115 7.77626 -0.65 -0.05 0.71 -0.30
F 6.68089 12.00080 7.94972 0.42 -0.56 -0.09 0.09
C 8.58253 10.68036 8.94457 -1.88 -0.32 0.08 -0.62
Se 9.54114 11.61749 10.21147 -0.16 0.46 1.31 0.58
C 8.07669 9.30274 9.06473 1.05 1.01 -0.20 -0.09
F 6.82180 8.94800 8.90075 -0.69 -0.30 -0.07 0.12
C 9.00484 9.45914 7.96923 -0.48 -0.51 -0.31 -0.26
F 10.27328 9.07450 7.93996 0.25 -0.25 -0.29 0.12
C 11.15495 17.63160 15.13490 -0.11 0.02 -0.13 -0.11
C 11.23058 17.89990 13.62658 0.74 -0.17 0.52 -0.26
C 12.28472 17.04476 12.90340 -0.35 -0.25 0.34 -0.19
C 11.88376 15.56939 12.82199 0.67 -0.98 0.22 -0.24
N 10.69226 15.33247 12.02043 0.83 -0.04 -0.77 0.02
C 10.76596 15.25287 10.66146 -0.89 0.30 0.35 -0.82
S 12.19404 15.15638 9.80162 0.43 -0.04 -0.16 0.62
N 9.57424 15.29385 10.04174 -0.74 -0.26 0.60 -0.01
C 9.32855 15.19745 8.62185 0.51 -0.57 -0.80 -0.24
C 9.35990 16.51727 7.87212 1.00 -0.09 0.42 -0.21
C 8.35293 17.51755 8.36830 -0.93 0.21 -0.01 -0.26
C 8.64357 18.16099 9.72728 -0.62 0.78 -0.59 -0.11
H 10.61523 18.43203 15.64753 0.04 -0.12 -0.01 0.07
H 12.14794 17.55309 15.56401 0.29 0.22 0.08 0.07
H 10.67427 16.68962 15.38763 -0.25 -0.12 -0.12 0.06
H 11.53705 18.92676 13.48631 -0.07 0.45 -0.03 0.10
H 10.24209 17.80969 13.18906 -0.16 -0.11 -0.28 0.09
H 13.26636 17.15178 13.40964 -0.51 -0.14 -0.17 0.12
H 12.41223 17.42146 11.89301 0.08 -0.02 -0.23 0.09
H 11.69252 15.12360 13.81312 0.03 0.34 -0.20 0.12
H 12.68656 14.92969 12.38168 -0.54 0.69 0.30 0.05
H 9.79278 15.49777 12.42493 -0.25 0.07 0.17 0.13
H 8.74064 15.18241 10.62371 0.58 0.07 -0.28 0.15
H 8.37029 14.71007 8.48832 -0.32 -0.09 0.08 0.12
H 10.06979 14.53210 8.15354 -0.14 0.09 0.33 0.08
H 9.26043 16.29529 6.80909 -0.26 0.04 -0.04 0.12
H 10.38034 16.91593 7.99126 -0.21 0.06 -0.06 0.10
H 7.34767 17.05261 8.37132 0.30 0.13 0.08 0.12
H 8.26574 18.33887 7.65541 0.11 -0.01 -0.14 0.10
H 8.42107 17.57242 10.59596 -0.10 -0.50 0.31 0.04
H 8.02933 19.07081 9.79935 0.17 -0.18 0.12 0.07
H 9.67287 18.47160 9.78137 0.54 0.10 0.08 0.07
S 13.12406 12.10402 12.10478 0.04 -0.01 0.24 0.59
C 12.47829 11.48647 13.49579 -0.56 -0.07 0.06 -1.09
N 13.08607 11.39803 14.68410 1.77 0.49 0.03 -0.07
C 12.37430 10.79086 15.80715 0.26 0.32 -0.59 -0.22
C 10.92182 10.96549 15.43764 -0.62 0.22 0.84 -0.46
S 10.83118 10.87474 13.65243 0.08 0.02 -0.65 0.91
H 14.11154 11.58270 14.69998 -1.34 -0.21 0.10 0.15
H 12.63635 11.29671 16.73387 -0.02 -0.01 0.03 0.12
H 12.62510 9.74714 15.87344 0.21 -0.59 0.12 0.11
H 10.57760 11.96070 15.74491 -0.04 -0.23 0.02 0.08
H 10.28636 10.20128 15.90361 0.15 0.25 -0.19 0.09
S 12.87987 8.36549 11.11748 0.51 0.26 -0.16 0.65
C 13.96667 9.35678 10.48489 -1.18 -0.55 0.37 -0.94
N 14.66698 10.15901 9.98697 0.47 0.34 -0.28 -0.13